[1]
This record from the OMol25 dataset describes one molecule with the formula C6H10BrCl3N2O at a distorted geometry. The level of theory is ωB97M-V/def2-TZVPD.

Structure (XYZ):
```
23
Properties=species:S:1:pos:R:3:forces:R:3:mulliken_charge:R:1
C 0.572208 -1.977153 0.086153 2.048 1.812 -0.664 -0.759
C 2.699472 -1.038559 -0.259300 -0.058 1.420 0.111 0.653
C 1.753078 0.075083 0.319837 -0.631 -1.370 -0.745 -0.403
C -2.706311 2.448079 -0.355035 0.139 0.745 1.078 -0.548
C -0.651937 0.111857 0.582923 -1.739 -2.321 1.499 -0.810
C -1.801149 0.272368 -0.448126 -1.131 -1.061 2.800 -0.634
N 2.032527 -2.207856 0.026576 -1.859 0.722 -0.562 -0.262
N 0.482257 -0.511720 -0.037422 1.350 0.687 1.218 0.299
O -2.799897 1.115416 0.145981 0.232 0.499 -0.888 -0.392
Cl 4.308880 -0.773212 0.394484 0.274 -0.814 -0.274 -0.128
Cl 2.749234 -0.814160 -2.073839 0.404 -0.355 -0.184 -0.178
Cl 2.057808 0.301917 2.146490 -0.476 -0.227 -0.860 -0.129
Br 2.054469 1.724171 -0.562997 -0.241 1.096 0.346 0.026
H 0.102101 -2.374283 -0.765339 -0.692 -0.860 -1.102 0.289
H 0.082921 -2.278457 0.968170 -0.234 -0.767 1.373 0.451
H -3.333710 2.661023 -1.196792 -0.122 -0.743 -1.408 0.276
H -1.592996 2.649601 -0.658660 -2.077 0.477 1.108 0.227
H -3.334588 3.115557 0.352650 2.163 -0.702 -0.265 0.211
H -0.349242 1.003150 1.076654 0.055 1.151 -0.091 0.639
H -1.016483 -0.564237 1.545722 0.583 1.497 -2.354 0.244
H -2.328688 -0.735641 -0.475455 0.891 1.122 -0.914 0.239
H -1.421019 0.696690 -1.361641 0.013 -0.329 -0.602 0.465
H 2.441059 -2.899632 0.548969 1.110 -1.680 1.381 0.226
```
Forces are in eV/Å.

## Properties
* relative energy (zero: lowest compared OMol25 entry of this formula, charge and spin): 59.50 kJ/mol
* max |F|: 3.3 eV Å⁻¹
* orbital gap: 10.03 eV
* electronic energy: -119019.401 eV
* LUMO: 0.019 hartree

=====

[2]
This record from the OMol25 dataset describes a 2-piece molecular cluster, C4H7BrN2 overall at a distorted geometry. The level of theory is ωB97M-V/def2-TZVPD.

Structure (XYZ):
```
14
Properties=species:S:1:pos:R:3:forces:R:3:mulliken_charge:R:1
C -0.711415 1.589183 -0.476110 -0.959 -0.045 -0.412 0.608
C 0.002528 0.533265 1.675313 -1.334 -2.349 3.023 -0.904
C 0.914180 -1.418657 -1.111510 0.001 3.676 -0.059 -0.253
C -0.719870 0.616943 0.414281 -1.403 0.198 -1.445 -0.196
N -0.984028 2.468455 -1.297339 -0.050 -0.661 0.934 -0.548
N 0.923749 -1.948423 0.004005 1.040 -0.711 1.646 -0.369
Br -2.104337 -0.754462 -0.149966 0.922 1.192 0.786 -0.157
H 0.631012 1.352203 1.805925 0.888 1.813 0.085 0.372
H 0.687633 -0.339716 1.794293 -0.889 0.366 -0.354 0.263
H -0.746603 0.522762 2.617571 1.557 0.016 -2.146 0.248
H 0.767771 -1.790041 -2.104162 0.246 -0.828 -0.568 0.304
H 0.963516 -0.269603 -0.995824 -0.095 -1.718 -0.987 0.181
H -0.625622 2.380744 -2.238432 0.577 0.041 -0.094 0.267
H 1.001485 -2.942657 0.061954 -0.502 -0.990 -0.410 0.184
```
Forces are in eV/Å.

## Properties
* relative energy (zero: lowest compared OMol25 entry of this formula, charge and spin): 199.35 kJ/mol
* max |F|: 4.1 eV Å⁻¹
* orbital gap: 8.58 eV
* electronic energy: -77280.878 eV
* LUMO: 0.003 hartree

=====

[3]
This record from the OMol25 dataset describes an isolated ion of composition C5H9N2O and charge +1 at a distorted geometry. The level of theory is ωB97M-V/def2-TZVPD.

Structure (XYZ):
```
17
Properties=species:S:1:pos:R:3:forces:R:3:mulliken_charge:R:1
C -1.295001 1.403022 0.100242 -0.854 2.172 -1.236 -0.315
C -0.491306 1.803537 -0.921304 0.425 0.341 0.753 -0.177
C -1.161185 0.155200 0.556454 1.164 -2.083 0.987 0.339
C 0.402834 0.967615 -1.730431 -2.522 -2.725 2.346 -0.495
C 1.588423 -1.198442 1.022444 1.081 1.166 -2.997 -0.673
N 1.137362 -0.012440 0.287595 -2.621 1.046 -0.163 -0.234
N -1.665689 -0.977060 0.839738 1.331 -0.355 1.692 -0.219
O 1.089747 -0.133668 -1.025764 -0.073 -0.896 -0.129 -0.078
H -2.041335 2.155500 0.449991 0.666 -0.895 0.193 0.379
H -0.507896 2.849840 -1.099237 -0.163 0.694 -0.745 0.431
H -0.266327 0.418556 -2.404233 0.346 -0.003 -0.265 0.255
H 1.137231 1.413060 -2.236894 2.617 2.196 -2.033 0.440
H 0.781470 -1.740325 1.420444 -1.171 -1.022 0.401 0.182
H 2.222021 -1.840948 0.329743 -0.368 0.743 1.449 0.340
H 1.972497 -0.572827 1.797362 1.443 -0.858 1.168 0.360
H -2.634090 -1.264567 0.862136 -0.453 0.167 -0.541 0.280
H -1.051274 -1.570639 1.454248 -0.849 0.311 -0.882 0.186
```
Forces are in eV/Å.

## Properties
* total charge: +1
* relative energy (zero: lowest compared OMol25 entry of this formula, charge and spin): 710.33 kJ/mol
* max |F|: 4.4 eV Å⁻¹
* orbital gap (spin up / spin down): 7.96 / 7.59 eV
* electronic energy: -10345.259 eV
* LUMO (spin up / spin down): -0.179 / -0.190 hartree